73
Properties=species:S:1:pos:R:3 method="wB97M-V/def2-TZVPD" e_homo_ev="-10.1118 / -11.5297" relative_energy_ev=1.356 orbital_gap_ev="6.97 / 7.75" multiplicity=3 charge=+1
Mo -0.11 -0.03 0.38
C 0.19 -1.83 -2.35
C 1.52 -2.37 -1.81
C 2.46 -1.25 -1.47
C 3.84 -1.42 -1.51
C 4.65 -0.32 -1.30
C 4.06 0.91 -1.05
C 2.68 1.00 -1.00
N 1.91 -0.07 -1.19
N -0.76 -1.44 -1.29
C -1.82 -0.65 -1.93
C -2.71 0.02 -0.93
C -3.93 0.59 -1.28
C -4.68 1.22 -0.30
C -4.23 1.19 1.01
C -3.01 0.60 1.28
N -2.26 0.05 0.32
C -1.33 -2.66 -0.66
C -0.66 -2.95 0.65
C -0.39 -4.23 1.10
C 0.15 -4.42 2.37
C 0.31 -3.29 3.17
C 0.04 -2.04 2.66
N -0.35 -1.83 1.37
H -0.28 -2.58 -3.00
H 0.42 -0.95 -2.96
H 1.99 -2.99 -2.58
H 1.36 -3.01 -0.94
H 4.26 -2.39 -1.72
H 5.73 -0.43 -1.33
H 4.67 1.80 -0.90
H 2.17 1.93 -0.82
H -2.41 -1.28 -2.62
H -1.35 0.15 -2.52
H -4.26 0.57 -2.31
H -5.61 1.71 -0.55
H -4.80 1.64 1.81
H -2.60 0.56 2.28
H -1.26 -3.52 -1.34
H -2.39 -2.49 -0.45
H -0.61 -5.08 0.48
H 0.41 -5.40 2.73
H 0.64 -3.38 4.19
H 0.13 -1.15 3.27
O -2.05 2.99 -0.01
S -0.69 2.58 0.19
O 0.33 3.57 0.26
O -0.61 1.66 1.42
O -0.32 1.54 -0.88
N 1.44 -0.09 1.29
C 2.38 -0.06 2.15
C 2.24 0.67 3.42
C 1.56 1.88 3.46
C 1.44 2.56 4.66
C 1.99 2.03 5.82
C 2.65 0.81 5.78
C 2.77 0.13 4.59
C 3.63 -0.82 1.96
C 3.60 -2.13 1.49
C 4.77 -2.86 1.41
C 5.98 -2.28 1.74
C 6.02 -0.96 2.17
C 4.85 -0.23 2.29
H 1.15 2.30 2.55
H 0.91 3.50 4.69
H 1.92 2.57 6.75
H 3.06 0.39 6.68
H 3.27 -0.83 4.56
H 2.64 -2.57 1.25
H 4.73 -3.89 1.09
H 6.89 -2.84 1.66
H 6.96 -0.50 2.42
H 4.87 0.79 2.61

---

69
Properties=species:S:1:pos:R:3 method="wB97M-V/def2-TZVPD" e_homo_ev="-1.9111 / -4.0833" orbital_gap_ev="4.09 / 6.15" multiplicity=5 charge=-1
Fe 0.11 0.70 0.56
C -1.75 -2.04 3.31
C -0.77 -1.23 2.72
N -1.03 -0.56 1.53
C -2.20 -0.78 0.88
C -3.11 -1.78 1.33
C -2.87 -2.39 2.56
C -4.15 -2.11 0.43
C -4.35 -1.40 -0.75
C -3.54 -0.35 -1.14
C -2.49 0.02 -0.29
N -1.54 0.98 -0.49
C -1.55 2.05 -1.35
C -2.64 2.57 -2.01
C -2.44 3.47 -3.05
C -1.22 4.01 -3.35
C -0.09 3.70 -2.48
C 1.10 4.47 -2.49
C 2.08 4.05 -1.61
C 1.84 3.11 -0.62
N 0.71 2.34 -0.61
C -0.27 2.67 -1.49
H -1.58 -2.47 4.34
H 0.26 -1.06 3.09
H -3.61 -3.09 2.96
H -4.90 -2.92 0.60
H -5.16 -1.77 -1.39
H -3.70 0.08 -2.11
H -3.62 2.22 -1.81
H -3.30 3.79 -3.65
H -1.06 4.72 -4.14
H 1.24 5.39 -3.11
H 3.06 4.50 -1.68
H 2.55 2.98 0.20
C 0.14 3.01 3.02
C 1.37 2.21 2.89
C 2.60 2.39 3.57
C 3.45 1.34 3.22
C 2.73 0.56 2.30
C 3.23 -0.69 1.56
N 1.50 1.09 2.05
H -0.66 2.52 3.64
H -0.24 3.30 2.02
H 0.45 3.96 3.57
H 2.76 3.20 4.23
H 4.50 1.22 3.50
H 3.83 -1.35 2.22
H 3.80 -0.44 0.66
H 2.35 -1.31 1.29
C -0.26 -0.73 -2.67
Si 0.97 -0.85 -1.15
C 2.76 -0.66 -1.84
C 0.83 -2.80 -0.65
C 1.93 -3.66 -0.51
C 1.74 -5.01 -0.22
C 0.44 -5.58 -0.19
C -0.61 -4.75 -0.33
C -0.45 -3.40 -0.58
H 0.07 -1.56 -3.23
H -0.13 0.19 -3.34
H -1.34 -0.82 -2.45
H 2.77 -0.87 -2.88
H 3.40 -1.38 -1.32
H 3.10 0.40 -1.67
H 2.95 -3.29 -0.59
H 2.65 -5.54 0.03
H 0.28 -6.65 -0.12
H -1.61 -5.18 -0.20
H -1.32 -2.77 -0.73

---

78
Properties=species:S:1:pos:R:3 method="wB97M-V/def2-TZVPD" e_homo_ev="-6.3080 / -6.3005" relative_energy_ev=0.972 orbital_gap_ev="4.20 / 4.21" multiplicity=2 charge=0
Ir 0.07 -2.97 0.29
C -5.27 -1.53 3.64
C -4.50 -2.51 2.77
N -3.94 -1.82 1.61
C -2.83 -2.28 0.96
S -1.64 -3.17 1.87
N -2.66 -1.87 -0.28
N -1.42 -2.13 -0.78
C -1.20 -1.90 -2.03
C -2.25 -1.36 -2.95
C 0.17 -2.13 -2.45
C 0.63 -1.81 -3.72
C 1.96 -1.97 -4.04
C 2.82 -2.49 -3.08
C 2.29 -2.84 -1.86
N 1.01 -2.67 -1.53
H -5.66 -2.05 4.52
H -6.10 -1.09 3.10
H -4.60 -0.74 3.99
H -5.15 -3.34 2.45
H -3.68 -2.94 3.34
H -4.63 -1.48 0.96
H -3.21 -1.41 -2.46
H -2.30 -1.94 -3.87
H -2.03 -0.32 -3.20
H -0.07 -1.42 -4.45
H 2.34 -1.72 -5.03
H 3.88 -2.62 -3.26
H 2.93 -3.31 -1.12
Se 4.49 -2.43 4.08
Sb 3.57 -1.91 1.94
Se 1.78 -3.96 1.44
Se 1.02 -0.86 1.96
Se 5.16 -1.73 0.11
S 1.83 2.91 -4.26
C 1.14 2.06 -2.88
C 1.72 0.97 -2.24
C 1.10 0.46 -1.11
N -0.04 0.92 -0.60
C -0.62 1.92 -1.26
C -0.07 2.53 -2.37
C 2.96 1.73 -4.98
C 4.07 1.21 -4.33
C 4.82 0.24 -4.98
N 4.57 -0.16 -6.23
C 3.55 0.40 -6.87
C 2.70 1.33 -6.29
H 2.63 0.51 -2.56
H 1.59 -0.34 -0.57
H -1.57 2.28 -0.87
H -0.57 3.38 -2.84
H 4.37 1.55 -3.35
H 5.65 -0.24 -4.47
H 3.39 0.08 -7.90
H 1.86 1.74 -6.83
Te -1.06 0.40 2.01
C -0.33 2.39 2.02
C -1.32 3.37 2.04
C -0.99 4.71 1.86
C 0.33 5.06 1.62
C 1.32 4.08 1.58
C 0.99 2.75 1.78
C -1.19 0.25 4.15
C -1.64 1.35 4.88
C -1.83 1.25 6.25
C -1.58 0.05 6.90
C -1.13 -1.05 6.18
C -0.94 -0.95 4.80
H -2.36 3.10 2.19
H -1.76 5.47 1.90
H 0.59 6.10 1.47
H 2.35 4.34 1.38
H 1.76 1.99 1.74
H -1.83 2.30 4.38
H -2.19 2.11 6.81
H -1.72 -0.03 7.97
H -0.93 -1.99 6.67
H -0.59 -1.81 4.26

---

76
Properties=species:S:1:pos:R:3 method="wB97M-V/def2-TZVPD" e_homo_ev=-4.0740 relative_energy_ev=0.055 orbital_gap_ev=6.02 multiplicity=1 charge=-1
La 0.12 -0.44 -0.77
S 2.84 -4.38 -1.00
C 3.13 -3.25 -2.28
C 3.30 -3.75 -3.59
C 3.53 -2.95 -4.68
C 3.61 -1.56 -4.53
C 3.48 -1.03 -3.27
C 3.24 -1.84 -2.16
S 3.11 -0.83 -0.67
C 3.32 -1.92 0.76
C 2.15 -2.09 1.67
C 2.35 -2.29 3.03
C 1.31 -2.73 3.82
C 0.09 -3.02 3.22
C -0.05 -2.78 1.86
C -1.30 -3.21 1.13
S -2.34 -1.77 0.66
C -3.17 -2.33 -0.82
C -4.57 -2.36 -0.75
C -5.32 -2.70 -1.85
C -4.67 -3.04 -3.03
C -3.29 -3.02 -3.10
C -2.49 -2.64 -2.00
S -0.75 -2.69 -2.19
N 0.94 -2.26 1.12
H 3.24 -4.83 -3.70
H 3.65 -3.39 -5.66
H 3.78 -0.92 -5.39
H 3.54 0.05 -3.13
H 4.21 -1.59 1.30
H 3.47 -2.92 0.31
H 3.34 -2.11 3.45
H 1.45 -2.89 4.88
H -0.73 -3.43 3.79
H -1.90 -3.88 1.74
H -1.01 -3.68 0.19
H -5.05 -2.10 0.19
H -6.40 -2.71 -1.79
H -5.24 -3.32 -3.91
H -2.78 -3.28 -4.02
S -1.73 6.72 -2.89
C -1.27 5.15 -2.67
S -2.36 3.81 -2.70
C -1.22 2.53 -2.33
C 0.06 2.93 -2.17
S 1.42 1.92 -1.77
S 0.35 4.65 -2.39
S -1.84 0.91 -2.26
C -2.13 1.46 3.03
P -1.70 1.44 1.22
C -3.40 1.78 0.63
C -0.82 3.04 1.18
C -1.46 4.27 1.03
C -0.73 5.45 1.10
C 0.64 5.40 1.32
C 1.28 4.18 1.46
C 0.56 2.98 1.39
P 1.36 1.33 1.50
C 3.15 1.76 1.42
C 1.30 0.98 3.32
H -2.68 2.38 3.24
H -1.24 1.42 3.65
H -2.76 0.59 3.26
H -3.91 2.50 1.28
H -3.94 0.83 0.65
H -3.40 2.14 -0.40
H -2.52 4.32 0.84
H -1.22 6.40 0.96
H 1.22 6.31 1.36
H 2.35 4.16 1.60
H 3.38 2.22 0.46
H 3.72 0.84 1.51
H 3.43 2.42 2.24
H 1.19 1.90 3.90
H 2.24 0.49 3.60
H 0.49 0.29 3.56

---

81
Properties=species:S:1:pos:R:3 method="wB97M-V/def2-TZVPD" e_homo_ev="-13.1515 / -13.1467" relative_energy_ev=1.527 orbital_gap_ev="7.46 / 3.49" multiplicity=2 charge=+2
In -0.58 0.43 0.40
C -0.56 2.72 2.77
N -1.26 1.45 2.59
C -2.71 1.55 2.61
C -3.23 1.74 1.23
N -2.55 1.39 0.15
C -3.32 1.70 -0.94
C -3.07 1.54 -2.30
C -4.05 1.97 -3.17
C -5.26 2.50 -2.70
C -5.53 2.64 -1.35
C -4.54 2.24 -0.47
N -4.42 2.26 0.90
C 0.04 3.24 1.50
N -0.03 2.68 0.32
C 0.71 3.45 -0.54
C 0.98 3.31 -1.90
C 1.80 4.25 -2.49
C 2.32 5.32 -1.76
C 2.04 5.50 -0.42
C 1.24 4.54 0.18
N 0.78 4.37 1.47
H -1.24 3.48 3.17
H 0.27 2.60 3.48
H -0.96 0.79 3.31
H -3.15 0.63 3.02
H -3.06 2.39 3.24
H -2.14 1.10 -2.62
H -3.90 1.88 -4.23
H -6.00 2.83 -3.42
H -6.47 3.03 -0.99
H -5.16 2.52 1.54
H 0.56 2.49 -2.45
H 2.04 4.17 -3.54
H 2.95 6.04 -2.26
H 2.41 6.35 0.13
H 1.00 4.96 2.26
C 0.08 -3.07 2.21
As 0.19 -2.31 0.41
C 2.13 -2.51 0.21
C -0.40 -3.52 -1.10
C 0.18 -4.85 -0.86
C -0.44 -5.74 0.04
C 0.07 -7.01 0.23
C 1.19 -7.43 -0.47
C 1.81 -6.56 -1.37
C 1.32 -5.28 -1.55
H 0.53 -4.07 2.21
H -0.94 -3.13 2.59
H 0.67 -2.41 2.85
H 2.37 -3.56 0.41
H 2.65 -1.89 0.94
H 2.47 -2.25 -0.79
H -0.01 -3.04 -2.01
H -1.49 -3.53 -1.13
H -1.34 -5.44 0.55
H -0.41 -7.68 0.93
H 1.59 -8.41 -0.31
H 2.66 -6.89 -1.94
H 1.80 -4.62 -2.26
Br 8.10 1.30 -0.34
C 6.22 1.13 -0.21
C 5.61 1.20 1.04
C 4.25 1.02 1.13
C 3.49 0.78 -0.01
C 4.10 0.74 -1.27
C 5.46 0.92 -1.37
C 2.02 0.57 0.14
O 1.33 0.42 -0.89
O 1.54 0.54 1.29
H 6.21 1.37 1.92
H 3.75 1.06 2.09
H 3.50 0.57 -2.15
H 5.96 0.88 -2.33
F -2.21 -1.08 1.79
Sb -3.57 -1.95 0.61
F -4.71 -0.44 0.53
F -4.41 -2.34 2.25
F -4.38 -2.82 -0.84
F -2.50 -3.50 0.90
F -2.36 -1.23 -0.78

---

83
Properties=species:S:1:pos:R:3 method="wB97M-V/def2-TZVPD" e_homo_ev=-7.1278 relative_energy_ev=0.558 orbital_gap_ev=6.72 multiplicity=1 charge=0
Bi -0.29 0.43 0.73
C -0.38 -2.34 5.89
C 0.43 -1.24 6.15
C 0.72 -0.31 5.17
C 0.20 -0.46 3.87
C -0.62 -1.57 3.62
C -0.90 -2.49 4.61
N 0.45 0.46 2.85
N 1.40 1.38 3.11
C 1.56 2.33 2.25
C 2.76 3.14 2.34
C 3.26 3.73 1.25
C 2.58 3.61 -0.04
C 1.35 3.08 -0.14
C 0.64 2.54 1.06
H -0.60 -3.06 6.66
H 0.84 -1.10 7.14
H 1.33 0.55 5.39
H -1.04 -1.71 2.62
H -1.53 -3.34 4.38
H 3.27 3.18 3.30
H 4.18 4.29 1.30
H 3.06 3.99 -0.93
H 0.84 3.05 -1.09
O 5.17 -0.36 -2.54
C 4.59 -1.31 -1.79
O 4.75 -2.47 -2.04
C 3.76 -0.84 -0.64
C 4.00 -1.03 0.71
N 2.92 -0.58 1.37
N 2.00 -0.13 0.52
C 2.49 -0.25 -0.70
C 1.68 0.26 -1.84
O 2.22 0.41 -2.92
O 0.47 0.52 -1.51
H 4.79 0.51 -2.33
H 4.84 -1.46 1.23
H 2.74 -0.53 2.36
C 2.09 -3.19 -5.78
C 2.15 -2.78 -4.32
C 1.12 -3.54 -3.50
N 1.12 -3.13 -2.09
C 0.14 -2.71 -1.32
S 0.26 -2.77 0.37
N -1.04 -2.22 -1.84
C -1.18 -1.29 -2.89
O -0.38 -1.15 -3.77
C -2.41 -0.44 -2.74
C -3.59 -0.91 -2.17
C -4.68 -0.06 -2.05
C -4.58 1.26 -2.48
C -3.40 1.72 -3.05
C -2.32 0.87 -3.19
H 2.86 -2.68 -6.36
H 1.12 -2.92 -6.22
H 2.23 -4.26 -5.91
H 1.96 -1.71 -4.21
H 3.15 -2.98 -3.91
H 1.35 -4.61 -3.51
H 0.12 -3.41 -3.91
H 1.96 -3.37 -1.57
H -1.70 -2.09 -1.09
H -3.68 -1.94 -1.85
H -5.61 -0.43 -1.63
H -5.43 1.92 -2.38
H -3.33 2.75 -3.38
H -1.38 1.20 -3.62
F -1.45 3.35 0.33
C -0.58 3.39 1.39
F -1.25 2.87 2.46
C -0.39 4.89 1.73
F 0.41 5.03 2.79
F -1.58 5.43 2.03
F 0.13 5.56 0.70
C -4.58 1.89 1.52
Te -3.46 0.51 2.71
C -4.81 -1.11 2.39
H -4.85 1.41 0.58
H -3.93 2.73 1.32
H -5.46 2.22 2.06
H -5.78 -0.88 2.82
H -4.39 -1.98 2.90
H -4.90 -1.31 1.33